[1]
Molecular formula: C6H11NP2
Method: DFT, ωB97M-V with the def2-TZVPD basis set

Last column: Löwdin charge in e.
Cartesian coordinates (Å):
C (0.55204, -1.36236, -0.46721)  -0.277
C (1.02281, 1.19346, -0.19707)  -0.492
C (-1.39905, -2.72890, 0.45565)  -0.073
C (-0.51242, 3.07754, 0.44862)  -0.119
C (-0.82520, -1.73355, -0.64166)  -0.238
C (-0.09043, 2.11364, -0.64931)  -0.367
N (1.62432, -1.80410, -0.06442)  -0.308
P (2.63832, 1.22169, 0.17588)  0.612
P (3.04405, -1.05731, 0.27640)  0.560
H (-1.89377, -2.06538, 1.10905)  0.054
H (-0.50180, -3.18210, 0.81094)  0.053
H (-1.97924, -3.54872, 0.19897)  0.040
H (-1.36669, 3.73284, 0.11457)  0.093
H (0.48459, 3.47664, 0.63651)  0.064
H (-0.89384, 2.67691, 1.36113)  0.055
H (-1.45939, -0.70658, -0.80805)  0.132
H (-0.95599, -2.22299, -1.74121)  0.155
H (0.27933, 2.68366, -1.50721)  0.101
H (-0.84764, 1.55603, -1.18130)  0.075
H (3.08001, -1.32041, 1.66971)  -0.122

Results
- ΔE to the lowest compared entry with this formula, charge and spin (kJ/mol) = 248.6
- frontier orbital gap (spin up / spin down) (hartree) = 0.22566 / 0.26271
- ⟨S²⟩ = 2.0265
- 2S+1 = 3
- total energy (eV) = -26461.1992
- LUMO level (spin up / spin down) (hartree) = 0.0112 / -0.0468


[2]
Molecular formula: C6H11NS
Method: DFT, ωB97M-V with the def2-TZVPD basis set

Last column: Löwdin charge in e.
Cartesian coordinates (Å):
C (-0.84493, 0.41290, -0.51601)  -0.393
C (0.39367, 0.38027, -1.42861)  -0.115
C (1.39748, -0.03960, -0.36258)  -0.320
C (1.15745, 0.82521, 0.84092)  -0.116
C (-0.21276, 0.02068, 0.82409)  -0.725
C (0.69073, -1.23564, 0.38964)  -0.074
H (-2.37836, -1.02261, -0.19656)  0.091
H (-2.22822, -0.43585, -1.71577)  0.049
H (-1.33181, 1.33584, -0.47376)  0.116
H (0.68664, 1.29705, -1.97124)  0.117
H (0.32259, -0.51673, -2.12756)  0.135
H (2.44687, -0.21128, -0.68313)  0.141
H (1.18936, 1.96258, 0.73202)  0.137
H (1.62902, 0.47558, 1.78156)  0.115
H (-1.41149, 1.28799, 2.61729)  -0.112
H (0.20847, -2.03981, -0.09486)  0.080
H (1.34942, -1.72022, 1.12974)  0.115
N (-1.67599, -0.73064, -0.95683)  0.022
S (-1.38814, -0.04573, 2.21164)  0.737

Results
- ΔE to the lowest compared entry with this formula, charge and spin (kJ/mol) = 128.7
- frontier orbital gap (hartree) = 0.35932
- 2S+1 = 1
- total energy (eV) = -18724.1608
- LUMO level (hartree) = 0.0312


[3]
Molecular formula: C6H11NS
Method: DFT, ωB97M-V with the def2-TZVPD basis set

Last column: Löwdin charge in e.
Cartesian coordinates (Å):
C (-0.18469, 0.36787, 0.48363)  -0.561
C (-3.95323, -0.09898, 0.41274)  -0.109
C (0.51222, -0.59132, -0.42741)  -0.299
C (1.34243, 0.30523, 0.45739)  -0.327
C (0.62466, -0.36349, -1.89346)  -0.087
C (2.02242, -0.29986, 1.65944)  -0.078
N (-4.29495, -1.15031, 0.63008)  0.056
S (-0.93070, 1.99947, -0.04527)  0.590
H (-3.60905, 0.88064, 0.18563)  0.001
H (-0.87484, 0.16244, 1.35858)  0.096
H (0.35083, -1.70631, -0.30639)  0.167
H (1.95966, 1.05355, 0.12315)  0.109
H (1.33650, -0.88141, -2.41940)  0.064
H (0.77777, 0.62979, -2.15983)  0.052
H (-0.26090, -0.52853, -2.31458)  0.032
H (3.08085, -0.58923, 1.38140)  0.093
H (1.33510, -1.19107, 2.13580)  0.144
H (2.22523, 0.38162, 2.38518)  0.018
H (-1.45933, 1.61992, -1.64667)  0.039

Results
- ΔE to the lowest compared entry with this formula, charge and spin (kJ/mol) = 378.0
- frontier orbital gap (hartree) = 0.33806
- 2S+1 = 1
- total energy (eV) = -18721.5764
- LUMO level (hartree) = 0.0027


[4]
Molecular formula: C6H11NS
Method: DFT, ωB97M-V with the def2-TZVPD basis set

Last column: Löwdin charge in e.
Cartesian coordinates (Å):
C (-1.67062, 1.74676, -0.02563)  -0.188
C (0.50209, 0.75428, -1.71819)  -0.085
C (1.18374, -0.70531, 0.17898)  -0.077
C (-0.92701, 0.17228, 1.77600)  -0.066
C (0.61088, 0.64754, -0.18958)  -0.375
C (-0.77703, 0.78571, 0.47371)  -0.194
N (-2.34914, 2.62573, -0.34526)  0.225
S (-2.45302, -1.73804, -0.61168)  0.233
H (1.18705, 0.05152, -2.15701)  0.057
H (0.88488, 1.82690, -2.08191)  0.126
H (-0.50138, 0.55808, -2.13358)  0.070
H (2.10367, -1.10118, -0.42668)  0.134
H (0.44230, -1.34860, 0.12695)  -0.009
H (1.55034, -0.62268, 1.22754)  0.089
H (-0.03771, 0.09816, 2.23633)  0.042
H (-1.67946, 0.65420, 2.47884)  0.135
H (-1.49394, -0.78449, 1.62604)  0.062
H (1.20058, 1.60946, 0.08110)  0.184
H (-2.28673, -2.77033, -1.41216)  -0.363

Results
- ΔE to the lowest compared entry with this formula, charge and spin (kJ/mol) = 437.3
- frontier orbital gap (spin up / spin down) (hartree) = 0.19063 / 0.19057
- 2S+1 = 1
- total energy (eV) = -18720.9617
- LUMO level (spin up / spin down) (hartree) = -0.1078 / -0.1079


[5]
Molecular formula: C6H11NS
Method: DFT, ωB97M-V with the def2-TZVPD basis set

Last column: Löwdin charge in e.
Cartesian coordinates (Å):
C (0.26668, -2.20596, -0.55496)  -0.061
C (0.71561, -1.09126, 0.33680)  -0.270
C (-0.35206, -0.36037, 1.09165)  -0.214
C (-1.77049, -0.52501, 0.61864)  -0.190
C (-0.56957, 0.54441, -1.18233)  -0.213
C (0.39760, 0.33437, -0.02182)  -0.722
H (-0.07660, -3.05842, 0.04689)  0.094
H (-0.51115, -1.96110, -1.23131)  0.059
H (1.05754, -2.57217, -1.16771)  0.070
H (1.58785, -1.33663, 0.98054)  0.147
H (-0.22596, 0.01085, 2.10752)  0.139
H (-2.38827, 0.15039, 1.24645)  0.120
H (-2.15743, -1.53437, 0.72034)  0.106
H (-2.56986, 0.63691, -0.95383)  0.118
H (-0.13528, 0.22246, -2.18449)  0.135
H (-0.70080, 1.63492, -1.19922)  0.097
H (0.90563, 2.49956, 0.98098)  -0.132
N (-1.83760, -0.07260, -0.76956)  -0.067
S (1.62193, 1.60242, 0.26955)  0.784

Results
- ΔE to the lowest compared entry with this formula, charge and spin (kJ/mol) = 97.9
- frontier orbital gap (hartree) = 0.34522
- SMILES string = C[C@@H]1[C@@H]2CNC[C@]12S
- 2S+1 = 1
- total energy (eV) = -18724.4801
- LUMO level (hartree) = 0.0297


[6]
Molecular formula: C6H11NS
Method: DFT, ωB97M-V with the def2-TZVPD basis set

Last column: Löwdin charge in e.
Cartesian coordinates (Å):
C (-1.61378, 2.18579, 1.16901)  0.051
C (-0.01355, 0.80746, -2.05670)  -0.088
C (-0.47121, 1.46919, 1.24266)  -0.231
C (-0.79319, -1.33178, 1.07332)  0.067
C (1.93181, -1.00676, -0.93875)  -0.350
C (0.05002, 0.62591, 0.22967)  -0.737
N (-0.58570, 0.57533, -0.98272)  -0.049
S (1.77448, 0.43656, 0.18587)  0.877
H (-2.16009, 2.91993, 1.78521)  0.068
H (-2.23334, 1.87610, 0.35656)  0.042
H (-0.72732, 0.73683, -2.90846)  0.095
H (1.04646, 1.09991, -2.14103)  0.065
H (0.26438, 1.49960, 1.98148)  0.067
H (0.03947, -1.30693, 1.85850)  0.046
H (-0.90765, -2.23271, 0.46060)  0.021
H (-1.62189, -0.79501, 1.39642)  -0.027
H (3.10768, -1.05892, -0.84900)  0.074
H (1.59770, -0.64473, -1.88900)  -0.018
H (1.42303, -1.88724, -0.58749)  0.028

Results
- ΔE to the lowest compared entry with this formula, charge and spin (kJ/mol) = 466.9
- frontier orbital gap (spin up / spin down) (hartree) = 0.27816 / 0.27842
- 2S+1 = 1
- total energy (eV) = -18720.6555
- LUMO level (spin up / spin down) (hartree) = 0.0008 / 0.0000


[7]
Molecular formula: C6H11NS
Method: DFT, ωB97M-V with the def2-TZVPD basis set

Last column: Löwdin charge in e.
Cartesian coordinates (Å):
C (-2.33633, -0.83892, -0.04289)  -0.082
C (-1.02631, -0.05938, 0.03553)  -0.726
C (0.07552, -0.39433, -1.03649)  -0.120
C (1.02570, 0.13955, 0.03849)  -0.578
C (0.69567, 1.67627, 0.06330)  -0.401
C (0.05117, -0.45355, 1.09281)  -0.084
H (-3.08275, -0.54645, 0.76677)  0.095
H (-2.09200, -1.96708, 0.09901)  0.111
H (-2.83521, -0.71547, -0.95494)  0.044
H (0.09521, 0.14066, -2.00044)  0.118
H (0.15989, -1.42994, -1.24562)  0.105
H (2.79987, 0.05614, -0.88373)  0.075
H (2.94240, 0.03962, 0.74315)  0.081
H (1.09491, 2.32644, -0.80538)  0.107
H (1.08647, 2.05005, 0.95987)  0.048
H (0.09747, -1.53188, 1.16613)  0.118
H (-0.02387, 0.03268, 2.04834)  0.106
N (2.38239, -0.27597, -0.03703)  0.091
S (-1.11022, 1.75158, -0.00689)  0.890

Results
- ΔE to the lowest compared entry with this formula, charge and spin (kJ/mol) = 70.2
- frontier orbital gap (hartree) = 0.33880
- SMILES string = C[C@]12C[C@](N)(CS1)C2
- 2S+1 = 1
- total energy (eV) = -18724.7664
- LUMO level (hartree) = 0.0330


Repeat the third record exactly.
Molecular formula: C6H11NS
Method: DFT, ωB97M-V with the def2-TZVPD basis set

Last column: Löwdin charge in e.
Cartesian coordinates (Å):
C (-0.18469, 0.36787, 0.48363)  -0.561
C (-3.95323, -0.09898, 0.41274)  -0.109
C (0.51222, -0.59132, -0.42741)  -0.299
C (1.34243, 0.30523, 0.45739)  -0.327
C (0.62466, -0.36349, -1.89346)  -0.087
C (2.02242, -0.29986, 1.65944)  -0.078
N (-4.29495, -1.15031, 0.63008)  0.056
S (-0.93070, 1.99947, -0.04527)  0.590
H (-3.60905, 0.88064, 0.18563)  0.001
H (-0.87484, 0.16244, 1.35858)  0.096
H (0.35083, -1.70631, -0.30639)  0.167
H (1.95966, 1.05355, 0.12315)  0.109
H (1.33650, -0.88141, -2.41940)  0.064
H (0.77777, 0.62979, -2.15983)  0.052
H (-0.26090, -0.52853, -2.31458)  0.032
H (3.08085, -0.58923, 1.38140)  0.093
H (1.33510, -1.19107, 2.13580)  0.144
H (2.22523, 0.38162, 2.38518)  0.018
H (-1.45933, 1.61992, -1.64667)  0.039

Results
- ΔE to the lowest compared entry with this formula, charge and spin (kJ/mol) = 378.0
- frontier orbital gap (hartree) = 0.33806
- 2S+1 = 1
- total energy (eV) = -18721.5764
- LUMO level (hartree) = 0.0027


Among the records above, which one has the lowest total energy? C6H11NP2


Number 6 is which compound? C6H11NS


What is the formula in the sixth record? C6H11NS